A molecular structure, C64H84N4O2SeSr at a distorted geometry. Source: the OMol25 dataset; level of theory: ωB97M-V/def2-TZVPD.

Values from the calculation:
**LUMO energy**: 4.06 eV
**Net charge**: -2
**Highest occupied orbital energy**: -0.0599 Eh
**Largest force on an atom**: 1.05 eV Å⁻¹

```
156
C64H84N4O2SeSr (ωB97M-V/def2-TZVPD)
Sr 0.132 0.404 -0.412
C 0.282 3.784 -6.232
C -0.888 3.487 -5.282
C -0.442 3.276 -3.870
C -0.460 4.162 -2.839
C -0.983 5.562 -2.822
C 0.094 6.615 -3.112
C 0.131 3.468 -1.695
C 0.447 4.056 -0.470
C 1.125 3.473 0.612
C 1.561 4.217 1.792
C 1.397 5.692 2.002
C 2.400 6.527 1.195
C 2.180 3.317 2.598
C 2.140 2.038 1.888
C 2.812 0.883 2.306
C 2.996 -0.312 1.591
N 2.346 -0.645 0.451
C 2.941 -1.756 -0.037
C 2.656 -2.346 -1.284
C 1.968 -1.777 -2.359
N 1.427 -0.535 -2.364
C 1.020 -0.292 -3.630
C 0.428 0.893 -4.085
C 0.159 2.048 -3.347
N 0.451 2.200 -2.038
C 1.302 -1.441 -4.490
C 1.879 -2.375 -3.698
C 2.364 -3.739 -4.080
C 3.844 -3.763 -4.485
C 1.044 -1.507 -5.963
C 2.090 -0.740 -6.784
C 3.962 -2.229 0.892
C 3.998 -1.322 1.910
C 4.942 -1.273 3.072
C 6.176 -0.400 2.803
C 4.881 -3.391 0.660
C 5.976 -3.091 -0.376
N 1.490 2.175 0.708
C 2.811 3.563 3.935
C 4.270 4.029 3.839
H -0.063 3.902 -7.265
H 1.015 2.973 -6.203
H 0.794 4.703 -5.932
H -1.421 2.598 -5.635
H -1.600 4.315 -5.319
H -1.429 5.762 -1.844
H -1.789 5.658 -3.553
H 0.915 6.533 -2.392
H -0.316 7.629 -3.052
H 0.516 6.473 -4.111
H 0.167 5.099 -0.352
H 1.508 5.922 3.065
H 0.382 5.990 1.726
H 3.426 6.289 1.488
H 2.239 7.601 1.344
H 2.307 6.309 0.129
H 3.336 0.955 3.255
H 3.108 -3.317 -1.465
H 0.140 0.912 -5.134
H 1.758 -4.121 -4.906
H 2.205 -4.422 -3.242
H 4.017 -3.096 -5.335
H 4.167 -4.772 -4.767
H 4.475 -3.417 -3.661
H 0.050 -1.107 -6.180
H 1.034 -2.552 -6.282
H 2.118 0.311 -6.489
H 1.872 -0.792 -7.855
H 3.088 -1.154 -6.616
H 5.264 -2.287 3.326
H 4.420 -0.887 3.951
H 6.751 -0.799 1.962
H 6.835 -0.350 3.677
H 5.870 0.616 2.540
H 4.308 -4.263 0.331
H 5.355 -3.671 1.603
H 5.531 -2.809 -1.331
H 6.628 -3.956 -0.535
H 6.593 -2.251 -0.044
H 2.765 2.648 4.531
H 2.225 4.310 4.479
H 4.876 3.281 3.318
H 4.705 4.197 4.831
H 4.338 4.963 3.272
C -7.360 -2.586 0.429
C -6.535 -3.494 -0.494
C -6.275 -4.827 0.229
C -7.369 -3.791 -1.739
C -5.213 -2.815 -0.845
C -4.301 -2.484 0.152
C -3.106 -1.851 -0.139
Se -1.905 -1.399 1.297
C -2.926 -0.016 2.145
C -3.979 -0.367 2.969
C -4.793 0.594 3.561
C -4.475 1.924 3.278
C -3.407 2.328 2.481
C -2.544 1.340 1.881
O -1.510 1.622 1.164
C -3.098 3.817 2.299
C -4.170 4.727 2.898
C -2.983 4.168 0.806
C -1.773 4.118 3.016
C -5.941 0.181 4.480
C -6.892 -0.776 3.745
C -5.389 -0.538 5.722
C -6.751 1.387 4.954
C -2.699 -1.517 -1.469
O -1.568 -0.939 -1.706
C -3.642 -1.876 -2.497
C -4.840 -2.495 -2.152
C -3.296 -1.617 -3.967
C -4.437 -1.987 -4.915
C -2.077 -2.482 -4.335
C -2.978 -0.129 -4.195
H -8.308 -3.065 0.710
H -7.582 -1.637 -0.070
H -6.808 -2.353 1.345
H -7.220 -5.325 0.485
H -5.711 -4.669 1.154
H -5.688 -5.494 -0.409
H -8.308 -4.269 -1.441
H -6.844 -4.468 -2.421
H -7.613 -2.875 -2.285
H -4.519 -2.708 1.194
H -4.160 -1.425 3.142
H -5.096 2.696 3.716
H -5.157 4.526 2.468
H -3.908 5.767 2.676
H -4.238 4.626 3.987
H -3.952 4.030 0.310
H -2.249 3.529 0.318
H -2.684 5.221 0.686
H -1.853 3.845 4.074
H -1.525 5.189 2.953
H -0.965 3.539 2.570
H -6.375 -1.697 3.460
H -7.272 -0.312 2.830
H -7.744 -1.049 4.382
H -4.819 -1.427 5.436
H -6.203 -0.851 6.390
H -4.717 0.125 6.275
H -7.181 1.935 4.110
H -6.135 2.080 5.535
H -7.572 1.045 5.593
H -5.528 -2.745 -2.950
H -4.665 -3.057 -4.889
H -4.136 -1.734 -5.937
H -5.352 -1.429 -4.685
H -2.304 -3.539 -4.156
H -1.219 -2.202 -3.723
H -1.816 -2.358 -5.395
H -3.865 0.484 -3.991
H -2.677 0.040 -5.240
H -2.176 0.194 -3.537
```